58
Properties=species:S:1:pos:R:3:forces:R:3 method="wB97M-V/def2-TZVPD" energy_ev=-33460.2763 lumo_ev=0.7 total_charge=0 de_lowest_kj_mol=203.1 homo_ev=-8.1
O -3.7520 -0.8880 1.9871 -0.1 0.4 -0.1
O -5.6711 -0.9294 -0.1373 0.4 0.2 0.3
O -1.2373 3.5990 -0.3962 -0.2 0.2 0.0
N 2.4384 0.8909 1.1782 0.1 0.1 0.2
N 0.1517 1.8330 -0.2719 0.3 0.0 0.1
C 6.6234 -2.2082 -1.5490 0.0 -0.1 -0.1
C -6.0092 -1.9886 -2.3197 0.0 0.2 0.3
C -3.6971 -3.1711 1.1082 -0.1 0.4 0.2
C 5.5840 -0.9590 0.2309 0.0 -0.1 0.1
C -6.5531 -1.0662 -1.2322 -0.2 -0.1 -0.4
C -4.2674 0.6591 -1.3379 -0.1 -0.1 0.0
C 7.8908 -0.5714 -0.3473 0.1 0.1 0.0
C -2.5069 0.6379 0.7695 -0.2 0.0 -0.2
C 7.8138 -1.5337 -1.3396 0.1 0.0 -0.1
C -4.3905 -2.1528 2.0069 -0.2 -0.7 0.0
C 4.3706 -0.6176 1.0445 0.0 0.2 -0.3
C -1.0795 2.3919 -0.3310 -0.1 0.0 -0.1
C -4.5431 -0.1600 -0.2488 0.0 -0.1 0.2
C 6.7826 -0.2857 0.4300 0.0 0.0 0.0
C -2.2469 1.4574 -0.3197 -0.3 0.0 0.0
C -3.6305 -0.1790 0.8264 0.1 0.0 -0.1
C 5.5170 -1.9205 -0.7695 0.0 0.0 0.0
C -3.1442 1.4648 -1.3753 0.2 0.0 0.1
C 1.3253 2.6735 -0.1543 0.1 0.4 0.3
C 2.0788 2.2945 1.1285 -0.1 0.1 -0.3
C 3.5733 0.5056 0.3596 0.0 -0.2 0.3
C 1.2585 0.0692 0.9963 -0.2 -0.1 -0.2
C 0.4670 0.4252 -0.2764 0.1 -0.4 0.2
H 1.4313 2.4972 1.9877 0.0 0.1 0.0
H -0.4451 -0.1669 -0.3371 0.1 0.0 -0.1
H -5.4466 -2.0643 1.7381 0.2 0.0 0.1
H 3.2869 0.1732 -0.6496 0.1 0.1 0.0
H -4.3145 -2.4613 3.0535 0.0 0.0 -0.1
H -1.8486 0.6271 1.6246 0.1 0.0 0.1
H 0.6143 0.2205 1.8678 -0.1 -0.1 0.0
H 4.2306 1.3706 0.2461 0.0 0.0 -0.1
H -3.7763 -2.8735 0.0653 0.0 0.0 -0.1
H 8.8175 -0.0424 -0.1783 0.1 0.0 0.0
H 3.7362 -1.4979 1.1568 0.0 0.0 0.1
H 6.8473 0.4647 1.2052 0.0 0.1 0.1
H -4.9500 0.6973 -2.1716 -0.1 -0.1 -0.1
H 1.5519 -0.9806 0.9653 0.0 0.0 0.0
H 0.9915 3.7114 -0.1228 0.1 -0.1 -0.1
H -4.1628 -4.1450 1.2311 0.0 -0.1 0.0
H 1.0811 0.2103 -1.1618 -0.1 0.0 0.0
H -5.0871 -1.5940 -2.7401 0.1 0.0 -0.1
H -6.7437 -2.0891 -3.1139 -0.1 0.0 -0.1
H 4.6577 -0.2750 2.0390 0.0 0.0 0.0
H 2.9811 2.8997 1.2280 0.0 0.0 0.0
H 4.5906 -2.4530 -0.9349 -0.1 -0.1 0.0
H -5.8053 -2.9722 -1.9028 0.0 -0.1 0.0
H 1.9700 2.5269 -1.0295 0.0 0.0 0.0
H 6.5570 -2.9615 -2.3207 0.0 -0.1 -0.1
H -6.8187 -0.0857 -1.6445 0.0 -0.1 0.1
H -2.9678 2.1051 -2.2253 0.0 0.1 -0.1
H 8.6787 -1.7585 -1.9462 0.1 0.0 0.0
H -7.4533 -1.5051 -0.7922 0.1 0.1 -0.1
H -2.6436 -3.2463 1.3692 0.1 -0.1 0.0

---

59
Properties=species:S:1:pos:R:3:forces:R:3 method="wB97M-V/def2-TZVPD" energy_ev=-35507.3460 lumo_ev=0.6 total_charge=0 de_lowest_kj_mol=273.7 homo_ev=-7.7
O -0.1554 -2.9244 1.5286 -0.1 -0.2 0.0
O 2.1396 0.0613 -2.8289 -0.4 0.1 0.1
O -1.9024 -2.5275 -3.3263 0.4 0.3 -0.1
O 0.0197 -0.9441 -4.5090 0.2 -0.4 0.6
N 0.3685 1.3364 3.8998 0.0 -0.2 -0.1
N 0.2798 -0.7608 1.9319 0.1 0.0 0.2
C -0.9415 -2.1168 -1.1362 -0.2 0.0 0.0
C -0.3415 1.4806 2.6502 -0.1 0.0 -0.2
C 0.7957 4.5136 6.5875 0.0 0.1 0.1
C 0.0225 -1.1760 -3.1511 0.0 0.1 -0.2
C 0.0473 -1.8014 1.0964 0.1 0.0 0.0
C -1.1915 -0.5531 -5.1393 -0.5 0.3 -0.3
C -2.1585 -4.8217 -2.5041 0.0 0.4 -0.1
C 0.5176 2.3839 4.7787 0.0 0.1 0.1
C 2.5966 0.0057 -4.1722 0.3 0.0 -0.5
C 2.1706 1.2311 -4.9718 0.0 -0.3 0.3
C 1.0743 -0.8365 -0.9980 -0.2 -0.1 0.0
C -1.8773 0.6229 -4.4535 0.3 -0.3 -0.1
C 0.3281 0.6355 1.5648 -0.1 0.5 -0.1
C 1.6714 3.4423 6.6216 0.0 0.1 0.0
C -0.2218 4.5161 5.6488 0.0 0.0 0.0
C -2.8114 -3.4761 -2.8015 -0.2 -0.4 0.2
C 1.0738 -0.6550 -2.3819 -0.1 -0.1 0.1
C -0.3673 3.4692 4.7607 -0.1 0.0 -0.1
C -0.9588 -1.9655 -2.5131 0.1 0.0 0.0
C 1.5430 2.3940 5.7319 0.0 -0.2 0.0
C 0.3089 -1.0284 3.3586 0.1 -0.3 0.2
C 0.0570 -1.5277 -0.3699 0.1 -0.1 -0.5
C 1.0553 0.0791 4.0889 0.0 -0.1 0.0
H -0.3171 2.5274 2.3364 0.0 -0.1 0.0
H -0.1835 0.7815 0.6115 0.1 0.1 0.1
H -1.1886 3.4876 4.0613 -0.1 0.0 -0.1
H 1.3676 0.9695 1.4517 -0.1 0.1 -0.1
H -1.6862 -2.7027 -0.6243 -0.1 -0.1 0.0
H -1.6762 -5.2026 -3.4010 0.0 -0.1 -0.1
H -3.3179 -3.0802 -1.9131 0.0 0.0 -0.1
H -1.1887 1.4582 -4.3405 0.0 0.1 0.0
H 0.9029 5.3323 7.2824 0.0 0.1 0.1
H -1.3938 1.1744 2.7507 0.0 0.1 -0.1
H 1.0935 1.2402 -5.1039 -0.1 0.0 0.0
H -2.9167 -5.5301 -2.1820 -0.1 -0.1 0.0
H 2.6445 1.2109 -5.9493 0.1 0.0 -0.1
H 3.6900 -0.0130 -4.0906 -0.2 0.0 0.0
H 1.9080 -0.4321 -0.4483 0.1 0.1 0.1
H -0.8729 -0.2734 -6.1480 -0.1 0.0 0.1
H 2.0939 0.1216 3.7250 0.0 -0.1 0.1
H 2.4708 2.1365 -4.4497 0.0 0.1 0.0
H -3.5553 -3.5913 -3.5957 0.0 0.0 0.2
H 0.7979 -1.9938 3.5104 -0.1 0.1 0.1
H 1.0756 -0.1599 5.1556 0.0 0.0 -0.1
H -0.9203 5.3399 5.6120 -0.1 0.1 0.0
H -0.7131 -1.1081 3.7503 0.1 0.0 0.0
H -1.4087 -4.7281 -1.7228 0.0 -0.1 0.1
H -2.7261 0.9448 -5.0506 -0.1 0.0 0.0
H -2.2330 0.3334 -3.4673 -0.1 0.0 0.1
H 2.2570 1.5868 5.7716 0.1 -0.1 0.0
H 2.4737 3.4239 7.3453 0.1 0.0 0.0
H 2.2621 -0.9112 -4.6601 0.1 0.1 0.1
H -1.8814 -1.3991 -5.2087 0.2 0.2 -0.1

---

What did the second record say?
59
Properties=species:S:1:pos:R:3:forces:R:3 method="wB97M-V/def2-TZVPD" energy_ev=-35507.3460 lumo_ev=0.6 total_charge=0 de_lowest_kj_mol=273.7 homo_ev=-7.7
O -0.1554 -2.9244 1.5286 -0.1 -0.2 0.0
O 2.1396 0.0613 -2.8289 -0.4 0.1 0.1
O -1.9024 -2.5275 -3.3263 0.4 0.3 -0.1
O 0.0197 -0.9441 -4.5090 0.2 -0.4 0.6
N 0.3685 1.3364 3.8998 0.0 -0.2 -0.1
N 0.2798 -0.7608 1.9319 0.1 0.0 0.2
C -0.9415 -2.1168 -1.1362 -0.2 0.0 0.0
C -0.3415 1.4806 2.6502 -0.1 0.0 -0.2
C 0.7957 4.5136 6.5875 0.0 0.1 0.1
C 0.0225 -1.1760 -3.1511 0.0 0.1 -0.2
C 0.0473 -1.8014 1.0964 0.1 0.0 0.0
C -1.1915 -0.5531 -5.1393 -0.5 0.3 -0.3
C -2.1585 -4.8217 -2.5041 0.0 0.4 -0.1
C 0.5176 2.3839 4.7787 0.0 0.1 0.1
C 2.5966 0.0057 -4.1722 0.3 0.0 -0.5
C 2.1706 1.2311 -4.9718 0.0 -0.3 0.3
C 1.0743 -0.8365 -0.9980 -0.2 -0.1 0.0
C -1.8773 0.6229 -4.4535 0.3 -0.3 -0.1
C 0.3281 0.6355 1.5648 -0.1 0.5 -0.1
C 1.6714 3.4423 6.6216 0.0 0.1 0.0
C -0.2218 4.5161 5.6488 0.0 0.0 0.0
C -2.8114 -3.4761 -2.8015 -0.2 -0.4 0.2
C 1.0738 -0.6550 -2.3819 -0.1 -0.1 0.1
C -0.3673 3.4692 4.7607 -0.1 0.0 -0.1
C -0.9588 -1.9655 -2.5131 0.1 0.0 0.0
C 1.5430 2.3940 5.7319 0.0 -0.2 0.0
C 0.3089 -1.0284 3.3586 0.1 -0.3 0.2
C 0.0570 -1.5277 -0.3699 0.1 -0.1 -0.5
C 1.0553 0.0791 4.0889 0.0 -0.1 0.0
H -0.3171 2.5274 2.3364 0.0 -0.1 0.0
H -0.1835 0.7815 0.6115 0.1 0.1 0.1
H -1.1886 3.4876 4.0613 -0.1 0.0 -0.1
H 1.3676 0.9695 1.4517 -0.1 0.1 -0.1
H -1.6862 -2.7027 -0.6243 -0.1 -0.1 0.0
H -1.6762 -5.2026 -3.4010 0.0 -0.1 -0.1
H -3.3179 -3.0802 -1.9131 0.0 0.0 -0.1
H -1.1887 1.4582 -4.3405 0.0 0.1 0.0
H 0.9029 5.3323 7.2824 0.0 0.1 0.1
H -1.3938 1.1744 2.7507 0.0 0.1 -0.1
H 1.0935 1.2402 -5.1039 -0.1 0.0 0.0
H -2.9167 -5.5301 -2.1820 -0.1 -0.1 0.0
H 2.6445 1.2109 -5.9493 0.1 0.0 -0.1
H 3.6900 -0.0130 -4.0906 -0.2 0.0 0.0
H 1.9080 -0.4321 -0.4483 0.1 0.1 0.1
H -0.8729 -0.2734 -6.1480 -0.1 0.0 0.1
H 2.0939 0.1216 3.7250 0.0 -0.1 0.1
H 2.4708 2.1365 -4.4497 0.0 0.1 0.0
H -3.5553 -3.5913 -3.5957 0.0 0.0 0.2
H 0.7979 -1.9938 3.5104 -0.1 0.1 0.1
H 1.0756 -0.1599 5.1556 0.0 0.0 -0.1
H -0.9203 5.3399 5.6120 -0.1 0.1 0.0
H -0.7131 -1.1081 3.7503 0.1 0.0 0.0
H -1.4087 -4.7281 -1.7228 0.0 -0.1 0.1
H -2.7261 0.9448 -5.0506 -0.1 0.0 0.0
H -2.2330 0.3334 -3.4673 -0.1 0.0 0.1
H 2.2570 1.5868 5.7716 0.1 -0.1 0.0
H 2.4737 3.4239 7.3453 0.1 0.0 0.0
H 2.2621 -0.9112 -4.6601 0.1 0.1 0.1
H -1.8814 -1.3991 -5.2087 0.2 0.2 -0.1